A 4-piece molecular cluster, C6H21NO3 overall in a non-equilibrium geometry. Source: OMol25; level of theory: ωB97M-V with the def2-TZVPD basis set.

The spin multiplicity is 1. The calculation puts the molecular weight at 155.2 g mol⁻¹. As for the total charge: 0. For the total energy, the calculation gives -521.61223 Eh. As for the strongest force on any atom: 0.0446 Eh/bohr. The relative energy (zero: lowest compared OMol25 entry of this formula, charge and spin) is 1.469 eV.

Last column: natural (NBO) charge in e.
Geometry (Å):
C: -1.822667 -0.565879 2.349952  -0.656
C: -0.858041 -1.503190 1.577426  -0.209
N: -0.121251 -0.976685 0.416348  -0.472
C: 0.829848 0.027798 0.809360  -0.437
C: -1.041570 -0.668970 -0.676090  -0.031
C: -1.557862 0.829853 -0.757137  -0.645
C: -0.315123 -0.903832 -1.991199  -0.616
H: -2.645113 -1.147150 2.773662  0.219
H: -1.250747 -0.316704 3.241720  0.210
H: -2.143461 0.281615 1.748998  0.213
H: -0.152513 -1.964131 2.274652  0.192
H: -1.381052 -2.388726 1.302715  0.194
H: 0.970979 -0.035243 1.917976  0.189
H: 1.822238 -0.008337 0.321317  0.201
H: 0.485931 1.054652 0.778059  0.186
H: -1.944502 -1.313249 -0.563240  0.199
H: -0.701724 1.503594 -0.682095  0.211
H: -1.861129 1.012896 -1.780322  0.206
H: -2.385201 0.990821 -0.089597  0.204
H: 0.701737 -0.481634 -1.916356  0.209
H: -0.224938 -1.971210 -2.099912  0.217
H: -0.728008 -0.504143 -2.919403  0.206
O: 2.981422 -2.067440 -1.011775  -0.933
H: 3.018978 -1.210964 -1.443435  0.462
H: 2.225063 -1.925578 -0.413106  0.473
O: 1.062952 2.165253 -2.909386  -0.942
H: 0.134716 2.371549 -3.078451  0.471
H: 1.518966 3.001262 -2.824148  0.474
O: 2.110433 2.384615 1.887326  -0.951
H: 1.304643 2.888591 1.712054  0.476
H: 1.967007 1.440555 2.044079  0.479

Force components x, y, z for each atom (eV/Å):
1.1 -0.9 0.4
0.3 -0.3 0.2
-0.9 -0.7 1.0
0.4 0.5 1.3
-0.7 1.9 -1.1
0.8 -1.2 -0.4
0.8 -0.5 0.0
-0.3 0.2 -0.5
-0.2 1.0 0.0
-0.1 0.0 0.4
0.3 0.5 0.1
-0.7 -0.6 -0.9
0.2 -0.7 -0.7
-0.5 -0.1 0.1
-0.3 0.2 -0.7
0.8 0.3 -0.2
-0.3 0.1 0.6
-0.6 -0.2 -0.2
-0.1 0.6 0.3
-0.4 -0.1 0.0
0.4 -0.5 -0.3
-0.4 0.1 0.3
-0.6 0.3 0.5
0.3 0.1 -0.3
0.2 -0.5 -0.2
-0.3 -0.4 0.0
0.3 0.1 0.0
0.0 0.3 0.0
0.8 0.5 0.2
0.1 -0.8 0.2
-0.5 0.8 -0.1